# 1
# C25H52B3NO31S7

A molecular structure, C25H52B3NO31S7 at a distorted geometry (ωB97M-V with the def2-TZVPD basis set, the OMol25 dataset).

Geometry as ORCA input:
```
! RIJCOSX wB97M-V def2-TZVPD def2/J DEFGRID3
* xyz 0 1
C 2.23 -4.12 -1.27
C 2.94 -2.79 -1.67
C 2.01 -2.03 -2.63
C 2.30 -0.51 -2.63
C 1.15 0.23 -3.35
C 0.20 0.92 -2.34
C -1.24 0.99 -2.86
C -2.05 -0.33 -2.71
C -1.80 -1.09 -1.40
B -2.34 -2.56 -1.47
O -2.34 -3.40 -0.35
B -1.73 -4.61 -0.63
O -1.72 -5.14 -1.92
B -1.83 -4.16 -2.90
C -0.94 -4.07 -4.18
C -0.83 -5.36 -4.99
N -1.05 -5.41 -6.24
O -2.80 -3.18 -2.64
H 1.60 -4.45 -2.10
H 1.64 -4.00 -0.36
H 2.98 -4.88 -1.06
H 3.07 -2.18 -0.80
H 3.90 -3.06 -2.12
H 0.99 -2.13 -2.24
H 2.09 -2.39 -3.66
H 3.29 -0.29 -3.04
H 2.31 -0.21 -1.57
H 1.59 1.01 -3.97
H 0.60 -0.43 -4.03
H 0.29 0.50 -1.34
H 0.55 1.95 -2.27
H -1.16 1.19 -3.94
H -1.79 1.85 -2.47
H -3.11 -0.06 -2.72
H -1.86 -0.94 -3.60
H -0.74 -1.19 -1.15
H -2.26 -0.59 -0.54
H -1.19 -5.25 0.21
H -1.27 -3.22 -4.78
H 0.08 -3.82 -3.85
H -0.52 -6.24 -4.43
H -1.31 -4.47 -6.56
C -5.20 5.47 -3.89
C -5.13 3.97 -3.70
O -3.84 3.60 -4.21
S -2.80 4.79 -3.95
O -2.07 4.50 -2.77
O -2.16 5.11 -5.18
O -3.87 5.93 -3.60
H -5.43 5.73 -4.93
H -5.92 5.94 -3.23
H -5.92 3.44 -4.23
H -5.16 3.71 -2.65
C -2.26 -4.22 3.55
C -1.16 -5.23 3.80
O -0.06 -4.45 4.28
S -0.62 -3.20 5.12
O -0.59 -3.51 6.50
O -0.02 -2.02 4.61
O -2.14 -3.28 4.62
H -2.10 -3.69 2.60
H -3.25 -4.67 3.55
H -0.88 -5.78 2.91
H -1.45 -5.94 4.58
C 4.53 1.79 0.79
C 5.95 1.62 1.30
O 6.33 0.31 0.86
S 5.63 -0.01 -0.54
O 6.55 0.25 -1.59
O 4.96 -1.26 -0.43
O 4.55 1.16 -0.51
H 3.82 1.27 1.41
H 4.24 2.83 0.69
H 6.01 1.70 2.38
H 6.63 2.35 0.85
C -9.38 1.04 -1.17
C -9.39 1.56 -2.59
O -9.17 2.97 -2.45
S -8.23 3.25 -1.19
O -6.88 3.40 -1.64
O -8.85 4.22 -0.37
O -8.36 1.81 -0.51
H -10.33 1.24 -0.67
H -9.16 -0.02 -1.11
H -10.33 1.37 -3.10
H -8.57 1.14 -3.17
C -0.45 3.32 3.45
C -0.38 1.81 3.57
O 0.88 1.47 2.98
S 1.93 2.65 3.26
O 2.73 2.30 4.38
O 2.52 3.01 2.02
O 0.89 3.77 3.71
H -0.73 3.63 2.44
H -1.14 3.76 4.17
H -1.19 1.31 3.04
H -0.37 1.49 4.61
C 2.43 8.45 6.44
C 3.53 7.48 6.83
O 2.84 6.27 7.16
S 1.53 6.14 6.25
O 1.80 5.29 5.14
O 0.42 5.90 7.10
O 1.48 7.65 5.73
H 1.94 8.86 7.33
H 2.79 9.26 5.82
H 4.12 7.83 7.67
H 4.20 7.27 5.98
C 7.38 -5.03 1.09
C 6.09 -4.28 0.84
O 5.32 -5.16 0.02
S 5.64 -6.68 0.41
O 4.64 -7.15 1.31
O 5.97 -7.38 -0.78
O 6.97 -6.40 1.25
H 8.05 -4.98 0.23
H 7.90 -4.69 1.98
H 6.25 -3.33 0.34
H 5.54 -4.10 1.77
*
```

Calculated values
- molar mass (g/mol) = 1119.57
- E_HOMO (Ha) = -0.363

# 2
# C25H52N2O14P3

7 unconnected molecules or ions with the total composition C25H52N2O14P3 at a distorted geometry (ωB97M-V with the def2-TZVPD basis set, the OMol25 dataset).

Geometry as ORCA input:
```
! RIJCOSX wB97M-V def2-TZVPD def2/J DEFGRID3
* xyz 1 1
C 1.35 -5.30 1.29
P 0.33 -3.87 0.49
O 0.80 -3.95 -1.22
C 0.78 -2.16 1.21
C 0.43 -0.71 0.54
C -0.36 -0.27 -0.82
P 0.43 -0.87 -2.45
O 0.40 0.34 -3.51
O -0.67 -2.09 -3.12
O 2.08 -1.42 -2.32
N 0.96 0.45 1.36
C 1.60 -0.26 2.54
C 2.27 0.78 3.61
C 3.91 0.83 3.54
O 4.57 0.18 4.72
N 1.51 -1.77 2.51
P 2.12 -2.89 3.76
O 1.05 -3.99 4.22
O 2.49 -1.98 5.24
O 3.67 -3.63 3.30
H 2.48 -5.05 1.46
H 1.33 -6.19 0.50
H 0.78 -5.68 2.25
H 1.82 -3.93 -1.26
H -0.36 0.92 -0.87
H -1.50 -0.57 -0.69
H -1.17 -2.40 -2.29
H 2.35 -1.70 -3.25
H 0.91 1.48 1.24
H 1.84 1.86 3.34
H 1.84 0.48 4.68
H 4.32 0.32 2.57
H 4.22 1.97 3.61
H 4.94 -0.67 4.32
H 1.60 -1.83 5.67
H 4.04 -3.92 4.19
C 2.18 4.65 -5.35
C 2.96 3.77 -4.41
O 3.92 4.21 -3.77
C 2.53 2.33 -4.29
H 2.61 5.66 -5.34
H 2.25 4.26 -6.37
H 1.14 4.71 -5.03
H 2.61 1.84 -5.26
H 1.50 2.29 -3.92
H 3.18 1.82 -3.57
C 6.26 2.94 -7.01
C 5.20 1.92 -7.32
O 4.33 1.63 -6.50
C 5.26 1.25 -8.67
H 6.10 3.34 -6.01
H 7.25 2.48 -7.05
H 6.20 3.77 -7.73
H 6.20 0.71 -8.78
H 5.15 2.00 -9.46
H 4.43 0.53 -8.75
C -0.40 4.77 1.52
C 0.22 4.31 2.82
O 0.39 3.12 3.06
C 0.62 5.38 3.81
H -0.64 3.90 0.91
H -1.32 5.32 1.72
H 0.31 5.40 0.98
H -0.26 5.95 4.11
H 1.37 6.03 3.36
H 1.05 4.90 4.69
C -2.10 0.55 4.44
C -1.48 0.09 5.74
O -1.31 -1.10 5.98
C -1.08 1.15 6.73
H -2.34 -0.33 3.82
H -3.02 1.10 4.64
H -1.39 1.18 3.89
H -1.96 1.73 7.03
H -0.33 1.81 6.28
H -0.65 0.68 7.61
C -3.91 -0.64 -3.19
C -4.51 -1.14 -1.90
O -3.80 -1.49 -0.96
C -6.01 -1.18 -1.81
H -2.82 -0.67 -3.11
H -4.22 -1.29 -4.02
H -4.23 0.38 -3.38
H -6.41 -1.86 -2.57
H -6.42 -0.18 -1.93
H -6.30 -1.56 -0.82
C -6.77 -4.20 2.28
C -7.54 -4.19 0.99
O -7.13 -3.57 0.01
C -8.83 -4.96 0.95
H -5.86 -3.60 2.17
H -7.37 -3.77 3.08
H -6.48 -5.23 2.53
H -9.53 -4.56 1.69
H -8.64 -6.02 1.14
H -9.28 -4.86 -0.05
*
```

Calculated values
- molar mass (g/mol) = 697.61
- E_HOMO (Ha) = -0.386

# 3
# C25H52NO6S2

A molecular structure, C25H52NO6S2 (ωB97M-V with the def2-TZVPD basis set, the OMol25 dataset).

Geometry as ORCA input:
```
! RIJCOSX wB97M-V def2-TZVPD def2/J DEFGRID3
* xyz -1 1
C 3.85 -4.56 -1.58
C 2.86 -5.69 -1.22
C 2.53 -5.80 0.27
C 2.17 -4.46 0.95
C 3.31 -3.89 1.82
C 3.22 -2.39 2.03
C 3.63 -1.56 0.82
C 3.25 -0.08 0.94
C 4.03 0.78 -0.07
C 5.32 1.36 0.52
C 5.23 2.81 1.08
C 3.81 3.33 1.33
C 3.20 4.04 0.12
C 1.64 4.07 0.15
C 0.97 3.60 -1.16
C -0.23 4.47 -1.63
C -1.52 3.66 -1.91
C -2.80 4.32 -1.36
C -3.81 3.29 -0.84
C -5.09 3.98 -0.36
S -6.42 2.84 -0.07
O -6.65 2.20 -1.34
O -7.52 3.63 0.46
N -5.71 1.91 1.02
S -6.61 0.89 1.84
O -6.79 1.34 3.20
O -7.76 0.37 1.16
C -5.46 -0.48 2.02
O -5.35 -1.21 0.82
C -4.77 -2.47 1.05
C -4.32 -3.08 -0.24
O -3.25 -2.35 -0.81
C -2.23 -3.13 -1.38
C -1.54 -2.35 -2.50
H 4.38 -4.83 -2.49
H 4.61 -4.43 -0.81
H 3.34 -3.62 -1.78
H 3.29 -6.63 -1.56
H 1.95 -5.53 -1.79
H 3.37 -6.25 0.80
H 1.69 -6.48 0.37
H 1.86 -3.72 0.22
H 1.33 -4.66 1.63
H 4.28 -4.20 1.45
H 3.22 -4.36 2.81
H 3.86 -2.09 2.87
H 2.20 -2.13 2.31
H 3.21 -1.98 -0.10
H 4.72 -1.61 0.70
H 2.18 0.01 0.80
H 3.50 0.22 1.96
H 3.39 1.54 -0.52
H 4.32 0.12 -0.89
H 5.65 0.71 1.33
H 6.09 1.35 -0.25
H 5.78 3.50 0.43
H 5.76 2.83 2.03
H 3.84 4.06 2.14
H 3.16 2.53 1.67
H 3.49 3.54 -0.80
H 3.58 5.06 0.08
H 1.31 5.08 0.40
H 1.31 3.42 0.95
H 0.59 2.59 -0.98
H 1.71 3.53 -1.96
H 0.07 5.00 -2.53
H -0.42 5.21 -0.86
H -1.44 2.66 -1.50
H -1.63 3.60 -2.99
H -2.56 5.00 -0.53
H -3.29 4.89 -2.15
H -4.05 2.60 -1.64
H -3.37 2.76 0.00
H -5.47 4.63 -1.15
H -4.89 4.55 0.54
H -5.89 -1.09 2.82
H -4.49 -0.06 2.31
H -3.91 -2.40 1.74
H -5.52 -3.13 1.50
H -3.99 -4.11 -0.02
H -5.15 -3.14 -0.95
H -2.62 -4.07 -1.78
H -1.49 -3.38 -0.61
H -1.73 -2.81 -3.47
H -1.89 -1.32 -2.50
H -0.46 -2.35 -2.37
*
```

Calculated values
- molar mass (g/mol) = 526.83
- E_HOMO (Ha) = -0.191

# 4
# C25H53Cl5FNO7P4S2

3 unconnected molecules or ions with the total composition C25H53Cl5FNO7P4S2 at a distorted geometry (ωB97M-V with the def2-TZVPD basis set, the OMol25 dataset).

Geometry as ORCA input:
```
! RIJCOSX wB97M-V def2-TZVPD def2/J DEFGRID3
* xyz 0 1
C 2.36 -3.77 -0.15
C 2.94 -2.63 -1.00
C 3.37 -1.44 -0.08
C 2.25 -0.42 -0.12
C 2.42 0.96 0.62
P 3.77 0.80 1.92
S 5.64 0.99 1.39
C 1.01 1.47 1.16
C 0.20 0.38 1.92
C 0.87 -0.79 2.63
C 0.88 -0.77 4.15
F 0.08 -1.92 2.28
P 1.04 2.96 2.44
N 2.56 3.71 2.29
O 1.17 2.26 3.93
C 0.07 2.01 0.02
Cl -0.47 0.64 -1.08
C -1.24 2.70 0.43
C -2.37 1.90 1.11
C -3.77 2.20 0.51
P -4.57 0.78 -0.29
O -5.73 0.33 0.48
O -4.98 1.25 -1.77
C -3.91 1.67 -2.63
C -3.39 0.57 -3.54
O -3.45 -0.33 -0.48
C -3.92 -1.70 -0.54
C -2.69 -2.62 -0.42
C 0.75 2.97 -0.98
P 1.00 4.75 -0.43
C -0.60 5.61 -0.81
C 2.07 5.41 -1.75
C 1.68 5.02 -3.20
O 1.88 2.39 -1.62
S 3.15 2.02 -0.72
O 3.74 3.22 -0.24
O 3.96 1.20 -1.56
H 3.13 -4.28 0.43
H 1.64 -3.35 0.55
H 1.81 -4.48 -0.77
H 2.15 -2.29 -1.67
H 3.81 -2.98 -1.54
H 3.52 -1.89 0.90
H 4.31 -1.06 -0.47
H 2.06 -0.22 -1.17
H 1.35 -0.91 0.23
H 3.63 -0.46 2.50
H 3.52 1.69 2.96
H -0.50 -0.09 1.23
H -0.45 0.87 2.64
H 1.86 -1.08 2.27
H 1.84 -0.39 4.52
H 0.74 -1.78 4.51
H 0.08 -0.15 4.53
H 3.11 3.63 3.14
H 2.42 4.69 2.11
H 1.93 1.68 4.04
H -1.66 3.05 -0.52
H -1.08 3.61 0.99
H -2.40 2.20 2.16
H -2.23 0.83 1.11
H -3.73 3.07 -0.14
H -4.45 2.46 1.31
H -4.33 2.46 -3.26
H -3.08 2.12 -2.10
H -2.46 0.92 -3.99
H -3.15 -0.33 -2.99
H -4.11 0.31 -4.31
H -4.61 -1.91 0.26
H -4.37 -1.87 -1.52
H -2.74 -3.20 0.50
H -1.78 -2.02 -0.37
H -2.62 -3.28 -1.27
H 0.02 3.02 -1.79
H -0.34 6.57 -1.26
H -1.14 5.80 0.11
H -1.19 5.04 -1.53
H 3.10 5.11 -1.56
H 2.05 6.50 -1.67
H 0.73 4.48 -3.26
H 1.61 5.91 -3.82
H 2.45 4.40 -3.63
Cl -0.76 -5.83 5.51
C -1.47 -5.91 3.88
C -1.60 -4.54 3.26
Cl -2.83 -3.54 4.07
H -2.43 -6.41 3.96
H -0.80 -6.52 3.27
H -1.91 -4.64 2.22
H -0.66 -4.00 3.28
Cl 1.51 -6.27 -2.23
C 0.58 -6.33 -3.76
C 0.49 -4.97 -4.40
Cl -0.52 -3.85 -3.44
H -0.40 -6.74 -3.54
H 1.10 -7.02 -4.42
H 0.03 -5.06 -5.38
H 1.47 -4.52 -4.51
*
```

Calculated values
- molar mass (g/mol) = 863.99
- E_HOMO (Ha) = -0.310